[1]
DFT (wB97M-V/def2-TZVPD) results for a molecular structure, C32H40F6GeNO6PdS2Sb.

Computed properties:
Total energy (eV): -152093.4859
E_HOMO (spin up / spin down) (Eh): -0.413 / -0.505
<S²>: 6.03
Total charge: +2
Multiplicity: 5
E_LUMO (spin up / spin down) (eV): -6.0 / -10.0
Strongest force on any atom (eV/Å): 4.2
Energy relative to the best compared isomer or geometry (same formula, charge and spin) (eV): 1.228

Geometry as XYZ:
```
90
Properties=species:S:1:pos:R:3:forces:R:3
Pd 10.124 9.452 14.126 -0.7 0.2 -0.3
F 15.394 11.109 15.470 -0.5 -0.8 0.2
C 14.382 10.416 16.023 1.3 -0.2 0.0
F 14.515 10.524 17.362 -0.6 -0.4 -1.3
F 14.421 9.141 15.622 0.1 0.5 0.5
S 12.808 11.165 15.416 1.2 -0.7 0.0
O 13.311 12.539 15.516 0.3 -0.9 -0.3
O 12.527 10.704 14.060 -0.1 -0.4 1.1
N 11.773 10.930 16.511 -0.7 -0.3 0.2
S 10.847 9.657 16.798 0.5 3.4 2.4
O 9.479 10.067 16.754 -0.5 -0.4 -1.1
O 11.266 8.530 16.054 0.5 -2.2 -1.5
C 11.152 9.408 18.627 0.0 -1.4 0.1
F 10.077 9.832 19.223 -0.5 0.4 0.5
F 11.307 8.102 18.894 0.0 0.5 -0.5
F 12.200 10.065 19.025 0.6 0.3 0.1
O 10.245 12.168 14.210 -0.4 -1.1 -0.1
C 10.690 12.674 13.191 1.4 2.4 0.2
O 11.687 13.583 13.280 -1.1 -1.4 -1.3
C 10.163 12.423 11.821 0.1 -1.1 -0.6
C 11.028 11.391 11.020 0.4 0.0 1.6
Ge 9.830 10.058 10.276 -0.9 -0.6 -0.7
C 10.710 8.902 9.013 1.4 -0.2 -1.0
C 10.193 7.651 8.594 0.6 0.0 0.8
C 11.025 6.765 7.904 -0.3 1.0 -0.1
C 12.269 7.203 7.463 0.5 -0.3 -0.7
C 12.761 8.479 7.695 -0.5 0.7 0.8
C 11.999 9.323 8.526 -0.9 -1.1 0.6
C 9.351 8.673 11.782 0.1 1.4 -0.5
C 10.462 8.137 12.451 0.6 -0.9 0.3
C 10.316 7.183 13.499 -0.4 0.6 -0.7
C 9.017 6.680 13.810 2.1 0.6 0.5
C 7.942 7.261 13.213 -2.7 0.2 -0.5
C 8.085 8.218 12.196 0.1 -0.1 0.7
C 8.161 10.782 9.499 0.4 -0.8 -1.2
C 7.957 10.748 8.082 0.5 -0.1 1.0
C 6.680 10.853 7.542 1.0 -0.3 -0.5
C 5.608 10.994 8.365 -1.7 0.5 0.6
C 5.781 11.068 9.744 0.2 0.7 -0.1
C 7.050 10.973 10.294 -0.3 -0.2 -0.5
H 10.033 13.277 11.167 -0.1 0.5 0.5
H 9.204 11.961 12.032 -0.5 0.2 -0.2
H 11.798 11.027 11.728 -0.3 -0.4 -0.5
H 11.599 11.829 10.214 -0.1 0.4 -0.2
H 9.209 7.292 8.921 0.3 0.3 -0.2
H 10.667 5.782 7.653 0.0 -0.2 0.0
H 12.905 6.551 6.872 -0.2 -0.2 0.1
H 13.736 8.789 7.292 -0.6 -0.2 0.3
H 12.408 10.241 8.936 0.1 0.0 -0.4
H 11.444 8.401 12.100 0.5 -0.1 0.0
H 11.185 6.837 14.016 0.4 -0.4 0.2
H 8.948 5.920 14.555 -0.3 -0.4 0.4
H 6.900 6.959 13.527 1.3 0.3 -0.5
H 7.203 8.642 11.771 -0.5 0.2 -0.4
H 8.810 10.631 7.426 0.0 -0.1 0.0
H 6.475 10.795 6.478 0.5 0.1 0.0
H 4.621 11.128 7.883 0.5 -0.2 0.7
H 4.995 11.354 10.412 -0.6 -0.2 0.1
H 7.164 11.034 11.350 -0.1 0.1 0.9
C 11.253 13.656 19.181 -0.7 0.0 -0.5
C 12.228 14.307 18.291 0.2 0.1 0.5
C 12.667 15.698 18.557 0.4 0.5 -0.7
Sb 12.238 14.298 15.042 -0.6 2.0 1.5
C 14.159 15.035 14.192 -1.5 -1.1 0.1
C 15.244 15.373 15.212 -2.1 0.2 -0.3
C 13.900 16.053 13.098 0.8 0.6 -0.3
C 10.290 15.482 15.317 0.8 0.8 -0.5
C 9.098 14.752 15.909 1.5 0.2 0.1
C 10.756 16.751 16.040 -1.0 -0.5 0.2
H 10.813 12.776 18.678 0.4 0.0 0.6
H 10.412 14.308 19.387 -0.2 0.3 0.2
H 11.738 13.447 20.145 -0.2 -0.4 -0.1
H 12.972 13.607 17.926 0.2 0.2 -0.3
H 11.936 16.510 18.485 -0.2 -0.5 0.1
H 13.475 15.990 17.880 0.1 0.0 0.0
H 13.051 15.812 19.556 0.4 -0.1 0.7
H 14.305 14.026 13.754 0.4 0.6 -0.1
H 15.056 16.384 15.554 0.3 0.1 0.4
H 16.129 15.338 14.666 1.8 0.2 -0.9
H 15.358 14.654 16.006 -0.3 -0.1 0.5
H 13.454 17.017 13.401 -0.1 -0.6 0.2
H 13.344 15.638 12.250 0.0 0.1 0.3
H 14.895 16.347 12.737 -0.1 0.0 -0.3
H 10.217 15.652 14.239 -0.4 0.1 0.0
H 9.145 14.811 16.997 -0.2 0.1 -0.1
H 9.079 13.707 15.628 -0.3 -0.1 -0.2
H 8.283 15.309 15.497 -1.1 0.0 0.1
H 10.755 16.552 17.112 0.1 0.1 -0.3
H 10.063 17.584 15.873 0.0 -0.1 -0.1
H 11.736 17.082 15.734 0.4 0.2 -0.1
```
Positions in Å, forces in eV/Å.

---

[2]
DFT (wB97M-V/def2-TZVPD) results for 6 unconnected molecules or ions with the total composition ClH10O9.

Computed properties:
Total energy (eV): -31107.4703
E_HOMO (Eh): -0.244
Total charge: -1
Multiplicity: 1
E_LUMO (eV): 3.1
Strongest force on any atom (eV/Å): 0.9
Energy relative to the best compared isomer or geometry (same formula, charge and spin) (eV): 0.438

Geometry as XYZ:
```
20
Properties=species:S:1:pos:R:3:forces:R:3
Cl -0.056 1.079 1.398 0.1 0.5 0.6
O -0.970 0.506 0.431 -0.5 -0.4 -0.3
O -0.261 2.520 1.375 0.6 -0.7 0.0
O -0.308 0.559 2.713 -0.5 0.1 0.1
O 1.289 0.690 1.048 0.3 0.4 -0.4
O 0.171 -1.820 -1.303 0.2 0.0 0.1
H 1.115 -1.621 -1.178 -0.4 0.0 0.0
H -0.271 -1.167 -0.743 0.1 -0.1 0.0
O 2.894 -1.159 -0.694 0.6 -0.1 0.0
H 3.159 -0.694 0.109 -0.4 0.1 0.0
H 3.464 -0.799 -1.382 -0.1 0.0 0.0
O 0.595 -2.942 1.890 0.2 -0.2 0.1
H 1.160 -2.184 1.690 -0.3 0.0 -0.1
H 0.836 -3.201 2.785 0.0 0.1 -0.1
O -3.428 2.659 -0.219 0.0 -0.2 0.0
H -2.895 2.923 -0.974 0.1 0.0 0.1
H -2.890 1.987 0.226 0.1 0.1 0.0
O -1.071 0.618 -2.648 -0.3 0.2 -0.1
H -1.163 1.565 -2.791 0.0 -0.1 0.1
H -1.370 0.481 -1.736 0.3 0.0 -0.1
```
Positions in Å, forces in eV/Å.

---

[3]
DFT (wB97M-V/def2-TZVPD) results for 2 unconnected molecules or ions with the total composition C20H31I2N6O3.

Computed properties:
Total energy (eV): -52517.0537
E_HOMO (Eh): -0.434
Total charge: +1
Multiplicity: 1
E_LUMO (eV): -2.9
Strongest force on any atom (eV/Å): 1.5

Geometry as XYZ:
```
62
Properties=species:S:1:pos:R:3:forces:R:3
C -4.069 -1.818 0.474 0.0 -0.4 0.1
C -3.019 -1.198 1.314 0.4 0.4 0.5
I -3.365 -1.362 3.396 0.1 0.1 -0.3
C -1.934 -0.536 0.912 -0.2 0.1 -0.6
I -1.556 -0.194 -1.155 -0.2 0.1 0.2
N -0.957 -0.013 1.791 -0.3 0.2 -0.2
C -0.684 1.252 2.265 -0.5 -1.1 -0.1
N -1.362 2.350 1.978 0.6 0.6 0.4
N -2.473 2.328 1.136 0.0 -0.6 -0.2
C -0.967 3.648 2.558 -0.5 0.4 -0.5
C -0.428 4.633 1.503 0.0 0.2 0.9
C 1.094 4.888 1.427 0.0 -0.6 -1.4
C 1.508 4.996 -0.073 0.4 -0.2 0.6
C 1.966 3.817 2.064 0.3 0.6 0.3
N 0.355 1.203 3.104 0.1 0.1 0.1
C 0.742 -0.063 3.158 -0.6 0.3 -0.5
C 1.867 -0.493 4.014 0.1 0.1 -0.1
N -0.011 -0.842 2.367 1.0 0.2 1.0
C 0.153 -2.282 2.211 0.3 -0.6 -0.4
C 1.296 -2.704 1.281 -0.1 0.4 -0.2
C 1.307 -1.976 -0.050 0.1 -0.2 -0.1
O 2.534 -2.221 -0.717 -0.1 -0.1 0.2
H -5.008 -1.283 0.575 -0.1 0.2 0.0
H -4.245 -2.831 0.828 -0.1 -0.1 0.0
H -3.794 -1.882 -0.570 0.1 0.2 -0.2
H -2.184 2.441 0.173 0.0 0.2 -0.1
H -3.093 3.083 1.392 -0.1 0.0 0.1
H -1.898 4.062 2.943 -0.1 0.0 0.2
H -0.325 3.495 3.412 0.2 -0.2 0.0
H -0.904 5.586 1.722 -0.1 0.2 -0.1
H -0.832 4.330 0.543 0.1 -0.1 -0.2
H 1.338 5.849 1.864 -0.1 0.1 0.4
H 1.599 6.022 -0.408 -0.3 0.1 -0.2
H 0.840 4.430 -0.712 -0.2 0.1 -0.2
H 2.486 4.539 -0.199 0.2 0.1 -0.1
H 1.938 2.874 1.528 -0.2 -0.2 0.0
H 1.751 3.670 3.118 -0.1 -0.3 0.1
H 2.994 4.171 2.029 0.2 0.0 -0.1
H 2.421 -1.332 3.616 -0.1 -0.3 0.0
H 1.503 -0.686 5.019 0.0 -0.2 0.1
H 2.546 0.348 4.083 0.1 0.1 0.0
H 0.362 -2.686 3.194 -0.1 0.1 0.3
H -0.762 -2.756 1.881 -0.4 0.3 0.0
H 1.176 -3.762 1.071 0.1 -0.3 0.2
H 2.264 -2.568 1.755 0.1 0.0 0.1
H 1.186 -0.902 0.082 0.0 0.2 0.1
H 0.464 -2.328 -0.646 -0.1 0.0 -0.1
H 2.336 -2.524 -1.603 0.1 0.0 -0.3
C 0.961 -4.813 -4.931 0.0 0.0 0.0
C 0.463 -4.142 -3.821 0.0 0.0 -0.1
C -0.034 -2.856 -3.952 0.0 0.0 0.2
C -0.029 -2.262 -5.201 0.0 -0.2 0.0
C 0.464 -2.912 -6.316 0.0 0.0 -0.2
C 0.963 -4.198 -6.174 0.0 0.0 0.1
N -0.573 -0.904 -5.353 0.1 0.0 0.0
O -0.975 -0.339 -4.350 -0.1 0.1 0.3
O -0.588 -0.422 -6.458 0.0 0.1 -0.2
H 1.344 -5.819 -4.826 0.0 0.0 0.0
H 0.459 -4.626 -2.853 0.0 0.0 0.0
H -0.425 -2.330 -3.093 -0.1 0.1 -0.1
H 0.461 -2.430 -7.282 -0.1 0.1 0.0
H 1.352 -4.720 -7.037 0.0 0.0 0.0
```
Positions in Å, forces in eV/Å.

---

[4]
DFT (wB97M-V/def2-TZVPD) results for 6 unconnected molecules or ions with the total composition C12H20O14.

Computed properties:
Total energy (eV): -41433.6847
E_HOMO (Eh): -0.372
Multiplicity: 1
SMILES: O=C1OCCO1.O=C1OCCO1.O=C1OCCO1.O=C1OCCO1.O.O
E_LUMO (eV): 0.5
Strongest force on any atom (eV/Å): 1.9
Energy relative to the best compared isomer or geometry (same formula, charge and spin) (eV): 0.000

Geometry as XYZ:
```
46
Properties=species:S:1:pos:R:3:forces:R:3
O -2.699 -2.898 1.956 -0.2 0.4 -0.3
H -2.393 -2.219 1.313 0.0 -0.6 0.4
H -1.889 -3.312 2.264 0.0 0.1 0.0
O -1.096 -1.479 0.201 0.2 0.3 0.0
H -0.711 -2.063 -0.464 -0.1 0.0 0.1
H -0.331 -1.108 0.670 -0.1 -0.1 -0.1
C -1.381 2.125 -0.341 0.6 -1.1 -0.3
C -1.275 1.403 -1.711 -1.1 -0.4 1.4
O -0.220 2.059 -2.383 0.5 0.2 -0.3
C 0.359 2.975 -1.573 -0.6 -0.4 0.2
O 1.354 3.591 -1.784 0.2 -0.1 -0.4
O -0.361 3.112 -0.452 -0.2 0.7 0.8
H -1.103 1.462 0.478 -0.1 0.0 0.0
H -2.377 2.506 -0.132 0.2 0.6 -0.1
H -2.251 1.461 -2.190 0.4 0.3 -0.7
H -1.068 0.349 -1.539 0.3 0.0 -0.3
C -1.156 -5.391 -2.095 -1.0 -0.8 0.0
C -1.839 -5.685 -3.446 1.5 -0.5 0.0
O -2.477 -4.478 -3.804 0.3 0.3 0.4
C -2.301 -3.560 -2.797 -1.1 -1.0 -0.3
O -2.786 -2.487 -2.798 0.1 0.8 -0.2
O -1.665 -4.114 -1.760 0.9 0.4 0.4
H -0.071 -5.428 -2.169 0.0 0.4 0.1
H -1.497 -6.094 -1.335 0.2 0.1 0.1
H -2.505 -6.545 -3.413 -0.4 0.3 0.0
H -1.022 -5.917 -4.134 -0.4 0.1 -0.4
C -0.681 3.861 3.461 -0.1 0.3 0.6
C 0.831 3.877 3.713 -0.1 -0.2 0.3
O 1.240 2.571 3.325 0.4 -0.1 -0.1
C 0.175 1.812 3.000 0.4 0.4 -0.6
O 0.254 0.710 2.583 -0.1 -0.9 0.1
O -0.961 2.506 3.107 -0.4 0.5 0.1
H -1.018 4.552 2.692 0.1 -0.2 -0.3
H -1.220 4.113 4.373 -0.1 -0.1 0.0
H 1.073 3.968 4.772 -0.1 0.3 0.0
H 1.365 4.632 3.141 0.0 -0.1 -0.1
C 4.205 1.163 -0.565 -0.1 0.6 1.1
C 3.271 1.655 0.579 1.0 0.3 -1.0
O 2.147 0.826 0.382 -0.9 0.4 0.4
C 2.486 -0.271 -0.290 -0.4 -0.8 0.2
O 1.806 -1.256 -0.350 0.1 0.3 -0.2
O 3.689 -0.142 -0.849 0.7 0.2 -0.3
H 5.235 1.121 -0.218 0.0 -0.4 -0.2
H 4.158 1.824 -1.429 -0.2 -0.3 -0.2
H 3.030 2.705 0.428 -0.3 -0.1 0.1
H 3.675 1.510 1.582 0.0 -0.1 -0.1
```
Positions in Å, forces in eV/Å.

---

[5]
DFT (wB97M-V/def2-TZVPD) results for a single C5H7NO molecule.

Computed properties:
Total energy (eV): -8833.2498
E_HOMO (Eh): -0.368
Multiplicity: 1
SMILES: C[C@@H]1C[C@H]1OC#N
E_LUMO (eV): 0.8
Strongest force on any atom (eV/Å): 3.5
Energy relative to the best compared isomer or geometry (same formula, charge and spin) (eV): 2.953

Geometry as XYZ:
```
14
Properties=species:S:1:pos:R:3:forces:R:3
C -3.566 0.408 0.105 0.8 -0.9 -0.4
C -0.289 -0.393 -1.303 -1.1 -1.3 -0.1
C -0.128 -0.519 0.145 -0.3 -0.3 3.2
C -1.281 0.276 -0.355 -0.1 -3.4 -0.4
C 0.841 0.382 0.910 1.3 -0.3 -2.7
N -4.562 0.892 0.369 -1.6 1.2 0.5
O -2.581 -0.337 -0.195 0.9 -0.4 -0.6
H 0.447 0.250 -1.723 0.2 0.2 -1.1
H -0.590 -1.408 -1.731 0.4 2.0 0.0
H -0.275 -1.549 0.626 -0.1 1.7 -0.8
H -1.300 1.285 -0.151 0.0 2.0 0.1
H 1.829 0.197 0.449 -0.1 0.3 0.3
H 0.932 0.080 1.900 -0.1 -0.2 1.9
H 0.654 1.464 0.803 -0.2 -0.5 0.2
```
Positions in Å, forces in eV/Å.